(1)
Entry from the Open Molecules 2025 dataset: a 2-piece molecular cluster, HNO5S2 overall in a non-equilibrium geometry (ωB97M-V/def2-TZVPD).

Structure (XYZ):
```
9
Properties=species:S:1:pos:R:3:forces:R:3
N 2.76791 -1.23418 -0.38140 1.852 -2.517 -0.004
O 2.35977 -2.32865 -0.09414 -0.130 1.293 -0.153
O 1.95417 -0.25339 -0.27939 -1.625 0.823 0.308
O -3.21149 -0.14062 -0.78654 0.929 -1.679 1.420
O -1.87578 -1.00099 1.19999 -2.588 -0.249 -2.206
O -0.28054 -1.34303 -1.02299 -0.705 -0.409 -0.851
S 0.24815 -0.70958 0.16612 2.641 -2.087 0.608
S -2.74019 -1.27389 0.00839 0.553 1.842 1.092
H 0.22094 0.53406 -0.07349 -0.927 2.982 -0.214
```
Forces are in eV/Å.

Summary:
Highest occupied orbital energy = -10.34 eV
Energy relative to the best compared isomer or geometry (same formula, charge and spin) = 70.0 kJ/mol
Strongest force on any atom = 3.42 eV/Å
LUMO energy = -2.0 eV

Atomic partial charges in e from the Mulliken method, atoms 1 to 8:
1 N 0.372
2 O -0.399
3 O -0.209
4 O -0.350
5 O -0.488
6 O -0.531
7 S 0.655
8 S 0.782

=====

(2)
Entry from the Open Molecules 2025 dataset: a 2-piece molecular cluster, C4H5NS3 overall in a non-equilibrium geometry (ωB97M-V/def2-TZVPD).

Structure (XYZ):
```
13
Properties=species:S:1:pos:R:3:forces:R:3
C 1.27934 0.41456 -0.94470 -3.201 0.795 -0.814
C 3.10551 -0.43257 -0.12960 0.504 -0.923 1.028
C 0.66218 -0.31831 -0.00765 -1.625 -1.214 2.513
C -1.58734 -0.63914 0.61337 4.589 0.489 0.478
N 2.59857 0.32282 -1.03447 2.253 0.421 -0.881
S 1.90163 -1.08197 0.97249 -0.198 0.160 -1.029
S -2.16942 -1.70448 -0.58245 -1.178 -0.352 -0.489
S -2.13511 1.02224 0.66174 -0.328 0.279 0.166
H 0.62635 1.03506 -1.59004 1.014 -0.264 -0.003
H 4.17346 -0.74156 -0.04488 -1.025 0.564 -0.102
H -1.11866 -1.11981 1.51844 -1.062 0.649 -1.040
H -3.18138 -0.92025 -1.06156 0.541 -0.222 0.197
H -1.01705 1.60074 1.15922 -0.286 -0.381 -0.025
```
Forces are in eV/Å.

Summary:
Highest occupied orbital energy (alpha / beta) = -8.57 / -8.57 eV
Energy relative to the best compared isomer or geometry (same formula, charge and spin) = 358.2 kJ/mol
Strongest force on any atom = 4.64 eV/Å
LUMO energy (alpha / beta) = -0.5 / -0.5 eV

Atomic partial charges in e from the Mulliken method, atoms 1 to 8:
1 C -0.479
2 C -0.065
3 C 0.203
4 C -0.036
5 N -0.516
6 S -0.180
7 S -0.072
8 S -0.156

=====

(3)
Entry from the Open Molecules 2025 dataset: AlB2H26O9 as an isolated structure in a non-equilibrium geometry (ωB97M-V/def2-TZVPD).

Structure (XYZ):
```
38
Properties=species:S:1:pos:R:3:forces:R:3
Al -1.69891 1.57945 1.15425 2.436 -1.603 -0.307
B 0.20924 -0.04452 -0.57987 -1.012 -1.275 0.115
H 1.08280 0.50262 0.08248 -0.151 0.870 0.924
H -0.27501 0.94442 -1.10058 0.372 1.549 -0.028
H 0.64097 -0.78501 -1.39434 -0.449 -0.170 -0.557
H -0.51020 -0.66770 0.14062 0.102 0.027 0.803
B 0.49141 0.88620 3.13010 -2.248 0.528 1.028
H 0.24579 2.06144 3.15132 -0.007 0.868 0.497
H -0.27446 0.32377 3.84621 -0.337 -0.235 -0.338
H 0.61278 0.49243 1.99530 -0.008 -1.023 -0.957
H 1.57450 0.76656 3.67461 0.797 0.400 -0.618
O -1.12358 -0.19189 -3.20486 0.268 0.123 0.211
H -0.73637 -0.13929 -4.08708 -0.118 0.006 -0.026
H -0.36754 -0.21580 -2.59639 -0.162 0.145 -0.543
O 2.94884 -0.22675 -2.18029 -0.106 0.227 -0.054
H 2.62618 -0.04700 -1.28940 0.323 -0.173 0.076
H 2.37260 -0.91445 -2.52653 0.168 -0.084 0.000
O -1.71528 -1.16264 2.51396 -0.080 0.131 -0.360
H -0.91316 -1.40700 2.99259 -0.022 0.151 0.032
H -2.00696 -1.97833 2.09202 -0.112 0.004 0.091
O -1.12980 3.45700 -1.15590 -0.189 -0.275 0.232
H -1.71893 3.81772 -1.82985 -0.026 -0.057 0.022
H -0.32599 3.98889 -1.20969 0.007 -0.027 0.225
O -3.11947 -0.81851 -0.09454 0.027 0.384 0.100
H -2.70993 -1.69190 -0.09577 0.015 0.024 -0.119
H -3.88061 -0.90388 -0.68209 0.035 0.015 -0.028
O 2.79999 0.20383 1.08997 -0.391 0.457 0.023
H 2.02987 0.42103 1.66301 1.043 -0.324 -0.134
H 3.39115 -0.32917 1.63410 0.091 -0.180 -0.160
O -1.97504 -2.82226 -2.81768 0.106 -0.227 0.502
H -1.30730 -3.49081 -3.00205 -0.105 -0.068 -0.055
H -1.48063 -2.03812 -2.54355 -0.209 0.075 -0.491
O 0.84759 -2.83208 0.47931 -0.069 0.091 0.090
H 0.73737 -1.91306 0.19947 0.113 -0.554 0.115
H 0.53296 -3.35951 -0.26293 0.064 -0.037 0.036
O 0.99098 2.91717 0.89447 -0.200 0.062 -0.381
H 1.56846 3.20680 1.61154 -0.093 0.013 0.054
H 1.56569 2.41035 0.30805 0.129 0.159 -0.022
```
Forces are in eV/Å.

Summary:
Highest occupied orbital energy = -13.86 eV
Charge = +1
Strongest force on any atom = 2.93 eV/Å
LUMO energy = -9.8 eV

Atomic partial charges in e from the Mulliken method, atoms 1 to 8:
1 Al 1.058
2 B 1.805
3 H -0.739
4 H 0.086
5 H -0.437
6 H -0.282
7 B 0.388
8 H -0.115

=====

(4)
Entry from the Open Molecules 2025 dataset: C31H45ClIrN8O as an isolated structure in a non-equilibrium geometry (ωB97M-V/def2-TZVPD).

Structure (XYZ):
```
87
Properties=species:S:1:pos:R:3:forces:R:3
Ir -0.17946 0.03695 -2.40377 -1.314 0.153 -0.508
C -2.97187 3.48212 -2.17452 -0.113 0.044 0.025
C -1.86878 2.50593 -2.34822 0.241 -0.141 -0.242
N -2.00782 1.23425 -2.51289 0.497 -0.339 0.774
C -3.34897 0.65552 -2.62247 -0.105 -0.161 -0.271
C -3.31635 -0.59130 -3.52040 0.188 0.144 0.164
N -1.93579 -1.11655 -3.67744 0.248 -0.237 -0.328
C -1.86664 -2.56348 -3.38913 0.187 0.073 0.081
C -0.42209 -2.96578 -3.24687 -0.081 0.264 0.041
N 0.20826 -2.09803 -2.19878 0.054 0.078 0.190
C 1.69082 -2.33266 -2.17771 -0.039 0.265 -0.160
C 2.31602 -1.45858 -3.25685 0.001 -0.110 0.348
N 1.74426 -0.12495 -3.05491 0.138 -0.037 -0.093
C 2.41210 0.96200 -3.30731 -0.292 -0.188 0.162
C 3.78963 0.96153 -3.85905 0.102 0.047 -0.022
C 1.65209 2.18322 -3.04058 0.072 0.156 -0.062
C 2.12068 3.48353 -3.17832 -0.152 -0.068 0.049
C 1.25903 4.54519 -2.93981 0.029 -0.080 0.028
C -0.06138 4.28472 -2.60613 -0.002 -0.020 0.020
C -0.47715 2.96843 -2.48666 -0.116 0.038 0.121
N 0.37131 1.94897 -2.67016 0.391 -0.026 0.205
H -3.84181 3.03993 -1.69754 -0.005 0.014 0.005
H -3.27358 3.88704 -3.14423 -0.022 0.032 -0.030
H -2.63377 4.31443 -1.56004 -0.010 0.027 -0.002
H -4.02648 1.39059 -3.05486 0.013 -0.028 0.026
H -3.71599 0.42864 -1.62183 -0.018 -0.017 -0.015
H -3.73926 -0.40083 -4.50578 -0.005 0.161 0.048
H -3.92590 -1.36857 -3.06244 -0.059 -0.005 -0.073
H -1.60626 -0.93140 -4.61997 -0.233 -0.207 -0.086
H -2.38976 -3.15164 -4.14615 0.096 -0.053 -0.016
H -2.37109 -2.73243 -2.43626 -0.081 -0.019 -0.013
H 0.12462 -2.82462 -4.17930 -0.014 0.024 -0.020
H -0.30934 -4.00871 -2.94737 -0.063 -0.008 -0.042
H -0.14228 -2.39047 -1.28774 -0.098 -0.017 -0.043
H 1.89456 -3.39258 -2.32741 0.059 0.007 -0.029
H 2.06138 -2.04062 -1.19558 0.013 0.029 -0.012
H 2.07213 -1.79453 -4.26612 0.004 -0.040 -0.007
H 3.40011 -1.44357 -3.15780 -0.014 -0.059 0.002
H 3.84226 0.34032 -4.75424 0.013 -0.016 0.001
H 4.49699 0.56190 -3.12856 0.020 -0.002 0.010
H 4.11498 1.96085 -4.12723 0.028 -0.005 -0.003
H 3.14315 3.66762 -3.46872 0.037 0.007 -0.012
H 1.61001 5.56353 -3.03167 0.001 0.015 -0.011
H -0.76350 5.09286 -2.46194 0.000 0.027 0.014
C -0.89980 -3.00915 5.41762 -0.044 0.068 0.050
C -1.26287 -2.19647 4.16423 -0.012 0.072 -0.052
C -2.75672 -1.85999 4.26053 0.064 -0.015 0.003
C -0.99244 -3.10654 2.95724 0.017 0.016 0.008
C -0.40498 -0.88489 4.11555 -0.187 -0.119 -0.159
O -0.55143 -0.17194 5.33108 0.171 0.016 0.194
C 1.07705 -1.20224 3.82049 -0.084 -0.155 -0.038
C 2.08960 -0.13689 4.24915 -0.050 0.235 -0.110
C 2.35844 0.90117 3.17966 0.035 -0.278 0.426
C 2.96644 0.52592 1.99127 0.249 0.004 -0.448
C 3.27298 1.46164 1.00726 0.040 -0.423 0.005
C 2.95962 2.78784 1.22161 0.071 0.359 -0.295
Cl 3.40047 3.98584 0.01613 -0.125 -0.234 0.140
C 2.35726 3.19265 2.39266 -0.191 0.006 0.370
C 2.06526 2.24058 3.37072 -0.087 0.459 -0.176
C -0.96345 0.23147 3.18393 -0.084 0.075 0.235
N -1.13909 -0.04588 1.75999 0.156 -0.055 -0.263
C -0.30646 0.22725 0.77098 0.288 -0.070 -0.003
N -0.84117 -0.20772 -0.37964 0.330 0.514 -0.086
C -2.04842 -0.72578 0.00230 0.095 -0.023 0.136
N -2.25093 -0.62671 1.28202 -0.232 -0.168 -0.081
H -1.42732 -3.96155 5.38224 -0.001 -0.027 -0.005
H -1.23192 -2.51906 6.33373 -0.003 0.012 0.039
H 0.16296 -3.23538 5.50237 0.004 -0.010 0.013
H -3.31759 -2.76002 4.50711 -0.019 -0.046 0.015
H -3.15973 -1.47183 3.32961 -0.037 0.003 -0.040
H -2.93991 -1.13212 5.05015 -0.005 0.008 0.049
H -1.70854 -3.92695 2.96835 -0.027 -0.054 -0.005
H 0.00372 -3.54507 3.00111 0.050 -0.030 0.002
H -1.10197 -2.60134 1.99720 -0.004 0.020 -0.025
H -0.34223 -0.74732 6.07768 -0.021 0.028 -0.031
H 1.20032 -1.41137 2.75159 -0.056 -0.033 -0.021
H 1.31521 -2.14365 4.31599 0.046 0.088 0.031
H 3.03252 -0.62189 4.50294 0.036 -0.044 -0.074
H 1.74758 0.34972 5.16170 -0.004 0.037 -0.032
H 3.26067 -0.50805 1.84775 0.010 -0.015 -0.022
H 3.80652 1.17360 0.11126 0.030 -0.039 -0.024
H 2.14587 4.23933 2.56026 -0.011 0.018 0.030
H 1.61227 2.56087 4.30094 0.013 0.033 0.022
H -0.28751 1.08247 3.23370 -0.047 0.011 0.100
H -1.93950 0.53577 3.55506 0.047 -0.009 0.022
H 0.65730 0.69589 0.90979 0.049 0.052 -0.061
H -2.74712 -1.20097 -0.66056 -0.067 -0.007 -0.055
```
Forces are in eV/Å.

Summary:
Highest occupied orbital energy (alpha / beta) = -15.80 / -15.80 eV
Energy relative to the best compared isomer or geometry (same formula, charge and spin) = 242.8 kJ/mol
Charge = +3
Strongest force on any atom = 1.42 eV/Å
LUMO energy (alpha / beta) = -10.6 / -10.4 eV

Atomic partial charges in e from the Mulliken method, atoms 1 to 8:
1 Ir 2.431
2 C -2.029
3 C 1.081
4 N -0.310
5 C -0.845
6 C -1.150
7 N -0.477
8 C -0.895

=====

(5)
Entry from the Open Molecules 2025 dataset: one molecule with the formula C17H27N5O3 (ωB97M-V/def2-TZVPD).

Structure (XYZ):
```
52
Properties=species:S:1:pos:R:3:forces:R:3
C 6.85220 0.21978 -2.47163 0.000 0.000 0.000
C 5.47757 0.85744 -2.62532 0.000 0.000 0.000
C 4.36009 -0.05032 -2.12852 0.000 -0.001 0.001
C 2.99148 0.59499 -2.28783 0.001 0.002 0.001
N 1.91832 -0.27459 -1.83959 0.001 0.001 0.001
C 1.42528 -0.43794 -0.59836 -0.070 0.066 -0.020
C 0.48464 -1.42935 -0.73257 0.119 -0.135 0.022
C -0.41033 -2.03373 0.31841 -0.064 0.137 0.020
C 0.34333 -2.22585 1.63937 0.024 -0.070 -0.022
C -0.87993 -3.45310 -0.06436 -0.003 -0.003 0.002
O -1.85307 -3.54383 -1.07104 0.001 0.001 0.000
C -2.99530 -2.80355 -0.71086 0.000 -0.001 0.004
C -2.63835 -1.34589 -0.55237 -0.003 0.000 0.000
N -1.62004 -1.17754 0.49382 0.001 -0.002 -0.005
C -1.50442 0.01774 1.13949 -0.001 -0.004 0.007
O -0.47313 0.41613 1.65450 -0.002 0.002 -0.001
C -2.78014 0.86249 1.25200 0.002 0.000 -0.004
O -3.02919 1.49844 -0.01534 0.000 0.005 0.002
N -3.49980 2.80085 0.22583 -0.001 0.003 -0.003
C -3.33911 3.08582 1.45202 0.000 -0.002 0.002
C -3.72456 4.41710 1.99397 -0.001 -0.001 -0.001
C -2.67077 1.99933 2.25157 0.001 0.003 -0.002
C -3.28851 1.70446 3.60994 -0.001 0.000 0.001
N 0.47215 -1.81735 -2.03510 -0.001 -0.001 0.001
N 1.34008 -1.11837 -2.69573 -0.001 0.001 -0.002
H 7.64082 0.88011 -2.83253 0.000 0.000 0.000
H 7.06126 -0.01004 -1.42509 0.000 0.000 0.000
H 6.91349 -0.71349 -3.03421 0.000 0.000 0.000
H 5.44711 1.80476 -2.07802 0.000 0.000 0.000
H 5.30095 1.10408 -3.67645 0.000 0.000 0.000
H 4.36762 -0.99334 -2.68132 0.000 0.000 0.000
H 4.52222 -0.29779 -1.07493 0.000 0.000 0.000
H 2.92775 1.52432 -1.72008 0.000 0.001 -0.001
H 2.79001 0.82197 -3.33403 0.000 -0.002 0.000
H 1.73476 0.15920 0.24037 0.001 0.000 0.000
H 0.99518 -3.09631 1.53761 -0.001 -0.001 -0.001
H 0.94409 -1.36802 1.91211 -0.001 0.000 0.000
H -0.36614 -2.42076 2.44442 -0.001 0.000 0.000
H -0.01311 -4.01396 -0.40915 0.001 0.001 0.000
H -1.26459 -3.92035 0.85450 0.000 0.000 -0.001
H -3.72303 -2.92568 -1.51186 0.000 0.001 -0.001
H -3.42489 -3.19427 0.22390 0.001 -0.001 -0.001
H -2.25044 -0.96852 -1.50314 0.000 0.001 0.001
H -3.52488 -0.76948 -0.30666 0.000 0.000 -0.001
H -3.63895 0.22483 1.49877 0.000 -0.003 0.001
H -2.85639 4.91001 2.43676 0.000 0.000 0.000
H -4.12633 5.04382 1.20153 0.000 0.000 0.000
H -4.47487 4.31086 2.77941 0.000 0.000 0.000
H -1.61648 2.26481 2.38026 -0.001 -0.001 0.001
H -3.21162 2.56651 4.27307 0.000 0.000 0.000
H -4.34360 1.43979 3.51393 0.000 0.000 0.000
H -2.76843 0.87379 4.08851 0.000 0.000 -0.001
```
Forces are in eV/Å.

Summary:
Highest occupied orbital energy = -9.23 eV
Energy relative to the best compared isomer or geometry (same formula, charge and spin) = 339.4 kJ/mol
Strongest force on any atom = 0.18 eV/Å
LUMO energy = 0.8 eV
Structure (SMILES) = CCCCn1cc([C@]2(C)COCCN2C(=O)[C@@H]2ON=C(C)[C@H]2C)nn1

Atomic partial charges in e from the Mulliken method, atoms 1 to 8:
1 C -1.283
2 C -0.342
3 C -0.280
4 C -1.107
5 N 0.804
6 C -0.199
7 C -0.740
8 C 2.175

=====

(6)
Entry from the Open Molecules 2025 dataset: a 2-piece molecular cluster, C3H5O3 overall in a non-equilibrium geometry (ωB97M-V/def2-TZVPD).

Structure (XYZ):
```
11
Properties=species:S:1:pos:R:3:forces:R:3
C 0.26955 0.42188 1.23490 0.721 -2.285 0.475
C 0.41924 -0.94441 1.08335 0.353 1.535 1.689
H 1.13946 1.05771 1.04369 -0.683 0.021 -0.211
H -0.53707 0.79249 1.87381 0.057 0.213 -0.944
H 1.43223 -1.34912 0.99997 -0.342 0.084 -0.745
H -0.27617 -1.59995 1.61646 -0.071 0.121 -0.531
H -0.25327 -1.01381 -0.83668 -2.148 2.097 -3.447
O -0.71873 -0.62309 -1.80768 0.948 -3.669 2.568
C -0.64549 0.72552 -1.81587 4.162 1.976 2.551
O 0.04192 1.26025 -2.71213 -1.600 -0.276 -0.832
O -0.87168 1.27253 -0.67982 -1.397 0.184 -0.573
```
Forces are in eV/Å.

Summary:
Highest occupied orbital energy = -3.57 eV
Energy relative to the best compared isomer or geometry (same formula, charge and spin) = 198.4 kJ/mol
Charge = -1
Strongest force on any atom = 5.27 eV/Å
LUMO energy = 4.2 eV

Atomic partial charges in e from the Mulliken method, atoms 1 to 8:
1 C -0.025
2 C -0.951
3 H 0.201
4 H 0.174
5 H 0.291
6 H 0.273
7 H 0.341
8 O -0.528